A | Computed, not measured: an isolated ion of composition C3H4NO and charge +1, with wB97M-V/def2-TZVPD.

Atoms and positions in Å:
C  0.18  0.06  -0.33
C  1.53  -0.16  -0.47
C  -1.15  -0.29  0.44
N  -0.34  1.34  -0.40
O  -1.36  1.12  0.32
H  2.23  0.51  -1.08
H  1.90  -0.95  0.08
H  -1.92  -1.02  -0.05
H  -1.08  -0.61  1.49

Properties
Charge   +1
E_LUMO   -7.80 eV
Gap between HOMO and LUMO   0.347 Eh

Atom charges from the natural (NBO) analysis, given in e for atoms 1 to 8:
1 C -0.014
2 C -0.047
3 C -0.134
4 N 0.243
5 O -0.124
6 H 0.284
7 H 0.238
8 H 0.291

B | Computed, not measured: a 2-piece molecular cluster, C3H4NO overall, with wB97M-V/def2-TZVPD.

Atoms and positions in Å:
C  -1.84  0.04  -0.11
C  1.17  0.32  0.09
C  -0.73  -0.55  0.05
N  2.36  0.14  -0.02
O  3.48  -0.07  -0.15
H  -2.11  1.08  -0.20
H  -2.68  -0.66  -0.14
H  0.68  1.24  0.35
H  -0.32  -1.54  0.14

Properties
Charge   +1
E_LUMO   -7.34 eV
Gap between HOMO and LUMO   0.327 Eh

Atom charges from the natural (NBO) analysis, given in e for atoms 1 to 8:
1 C -0.431
2 C -0.141
3 C 0.112
4 N 0.358
5 O -0.083
6 H 0.291
7 H 0.325
8 H 0.310

C | Computed, not measured: a 2-piece molecular cluster, C3H4NO overall, with wB97M-V/def2-TZVPD.

Atoms and positions in Å:
C  -0.09  -0.97  0.08
C  0.17  1.07  -0.07
C  -1.08  0.21  0.18
N  0.94  0.05  -0.09
O  -2.21  0.40  0.38
H  0.01  -1.62  0.95
H  -0.23  -1.59  -0.82
H  0.54  2.50  -0.41
H  1.95  -0.04  -0.21

Properties
Charge   +1
E_LUMO   -6.56 eV
Gap between HOMO and LUMO   0.349 Eh

Atom charges from the natural (NBO) analysis, given in e for atoms 1 to 8:
1 C -0.319
2 C 0.195
3 C 0.519
4 N -0.409
5 O -0.319
6 H 0.267
7 H 0.266
8 H 0.325

D | Computed, not measured: a 2-piece molecular cluster, C3H4NO overall, with wB97M-V/def2-TZVPD.

Atoms and positions in Å:
C  0.49  0.95  0.21
C  2.22  0.69  2.89
C  -0.78  -0.99  -0.47
N  -0.08  -0.02  -0.19
O  3.08  0.65  3.63
H  1.31  0.70  0.84
H  0.06  1.87  -0.16
H  -0.63  -1.80  -1.27
H  -1.41  -1.30  0.35

Properties
Charge   +1
E_LUMO   -5.14 eV
Gap between HOMO and LUMO   0.440 Eh

Atom charges from the natural (NBO) analysis, given in e for atoms 1 to 8:
1 C 0.068
2 C 0.455
3 C 0.049
4 N -0.202
5 O -0.425
6 H 0.265
7 H 0.261
8 H 0.282

The data favor D; the next most stable structure lies 27.3 kcal/mol above it.

A | Computed, not measured: C3H4NO as an isolated structure, with wB97M-V/def2-TZVPD.

Atoms and positions in Å:
C  0.39  0.04  -0.50
C  -0.19  -1.13  -0.70
C  0.59  1.31  0.27
N  1.26  0.53  -1.40
O  1.42  1.65  -0.81
H  -0.06  -1.65  -1.59
H  -1.04  -1.63  -0.10
H  -0.39  1.85  0.28
H  1.17  1.03  1.17

Properties
Charge   +1
E_LUMO   -7.97 eV
Gap between HOMO and LUMO   0.359 Eh

Atom charges from the natural (NBO) analysis, given in e for atoms 1 to 8:
1 C -0.041
2 C -0.033
3 C -0.128
4 N 0.249
5 O -0.120
6 H 0.246
7 H 0.270
8 H 0.278

B | Computed, not measured: an isolated ion of composition C3H4NO and charge +1, with wB97M-V/def2-TZVPD.

Atoms and positions in Å:
C  -1.03  1.05  -0.02
N  -1.89  0.19  0.00
O  -1.25  -0.96  0.02
C  0.24  -0.76  -0.02
C  0.60  0.74  0.02
H  0.59  -1.24  -0.94
H  0.64  -1.30  0.84
H  1.09  1.14  -0.86
H  1.01  1.12  0.96

Properties
SMILES   C1#[N+]OCC1
Charge   +1
E_LUMO   -9.31 eV
Gap between HOMO and LUMO   0.273 Eh

Atom charges from the natural (NBO) analysis, given in e for atoms 1 to 8:
1 C 0.683
2 N -0.058
3 O -0.215
4 C -0.125
5 C -0.373
6 H 0.255
7 H 0.259
8 H 0.288

C | Computed, not measured: an isolated ion of composition C3H4NO and charge +1, with wB97M-V/def2-TZVPD.

Atoms and positions in Å:
C  -2.58  0.85  -0.03
C  -0.50  0.61  0.03
C  -0.02  -0.87  -0.05
N  -1.85  -0.09  -0.01
O  -1.37  -1.29  0.06
H  -0.28  0.94  -0.99
H  -0.36  1.11  0.97
H  0.47  -1.10  -0.96
H  0.65  -1.37  0.81

Properties
Charge   +1
E_LUMO   -7.01 eV
Gap between HOMO and LUMO   0.374 Eh

Atom charges from the natural (NBO) analysis, given in e for atoms 1 to 8:
1 C 0.631
2 C -0.216
3 C -0.074
4 N -0.199
5 O -0.189
6 H 0.277
7 H 0.285
8 H 0.228

The data favor A; the next most stable structure lies 38.2 kcal/mol above it.

A | Computed, not measured: an isolated ion of composition C35H50N11O8 and charge +1, with wB97M-V/def2-TZVPD.

Atoms and positions in Å:
C  0.13  -0.11  -3.74
C  0.74  -1.14  -3.81
C  1.57  -2.33  -3.88
H  0.94  -3.23  -3.76
H  2.06  -2.38  -4.86
O  2.55  -2.28  -2.84
C  3.75  -2.96  -3.11
C  4.75  -2.61  -1.99
O  4.90  -1.22  -1.81
C  5.62  -0.56  -2.84
H  5.00  -0.42  -3.73
H  6.50  -1.16  -3.11
C  6.09  0.82  -2.34
H  6.36  0.73  -1.28
H  6.98  1.10  -2.91
O  5.16  1.85  -2.55
C  4.31  2.22  -1.49
H  4.37  3.31  -1.40
H  4.62  1.76  -0.55
C  2.84  1.86  -1.76
N  2.54  0.47  -1.52
C  2.12  0.02  -0.36
N  1.91  0.83  0.65
C  1.32  0.31  1.74
N  1.04  1.12  2.75
C  0.19  0.75  3.86
H  -0.04  -0.31  3.80
H  0.71  0.98  4.79
C  -1.10  1.59  3.77
O  -0.81  2.97  3.76
C  0.00  3.31  2.65
H  0.18  4.38  2.71
C  1.32  2.54  2.69
H  1.92  2.74  1.80
H  1.88  2.81  3.59
H  -0.52  3.06  1.71
H  -1.72  1.42  4.65
H  -1.64  1.31  2.86
N  1.06  -1.01  1.90
C  1.39  -1.82  0.93
N  1.88  -1.34  -0.25
N  1.33  -3.15  1.14
H  -2.75  1.54  -3.82
C  0.57  -3.62  2.29
H  1.06  -4.53  2.66
H  0.60  -2.85  3.05
C  -0.89  -3.92  1.84
N  -0.97  -3.74  0.40
C  -1.23  -2.56  -0.22
O  -0.90  -2.35  -1.37
C  -2.03  -1.53  0.58
N  -1.88  -0.24  -0.03
C  -2.32  0.24  -1.21
C  -1.86  1.54  -1.25
N  -1.17  1.76  -0.11
N  -1.19  0.70  0.61
C  -2.11  2.64  -2.22
N  -1.98  2.16  -3.59
H  -2.02  2.94  -4.24
H  2.01  -1.89  -1.10
H  -1.33  3.40  -2.05
C  -3.50  3.27  -1.90
C  -3.68  3.40  -0.42
C  -2.93  4.31  0.32
C  -2.99  4.33  1.70
C  -3.81  3.43  2.37
C  -4.61  2.56  1.65
C  -4.54  2.55  0.27
H  -5.16  1.86  -0.29
H  -5.28  1.91  2.19
O  -3.85  3.36  3.73
H  -3.16  3.93  4.10
H  -2.39  5.03  2.26
H  -2.28  5.00  -0.20
H  -4.28  2.63  -2.32
H  -3.56  4.25  -2.39
H  -2.87  -0.36  -1.91
H  -1.60  -1.41  1.58
C  -3.50  -1.95  0.69
H  -3.95  -1.96  -0.31
C  -4.29  -1.00  1.59
C  -3.83  -1.02  3.02
O  -2.85  -1.60  3.44
O  -4.63  -0.30  3.79
H  -4.33  -0.27  4.72
H  -5.35  -1.26  1.57
H  -4.20  0.03  1.24
H  -3.55  -2.96  1.09
C  -0.02  -4.61  -0.28
C  1.42  -4.16  0.11
H  1.95  -3.77  -0.76
H  1.98  -5.00  0.51
H  -0.19  -4.51  -1.35
H  -0.21  -5.64  0.03
H  -1.59  -3.28  2.36
H  -1.15  -4.96  2.06
H  2.79  -0.22  -2.23
H  2.19  2.44  -1.10
H  2.61  2.08  -2.81
H  5.71  -3.08  -2.22
H  4.38  -2.98  -1.03
H  4.15  -2.66  -4.09
H  3.60  -4.05  -3.12
H  -0.47  0.76  -3.70

Properties
Charge   +1
E_LUMO   -1.57 eV
Gap between HOMO and LUMO   0.316 Eh

Atom charges from the natural (NBO) analysis, given in e for atoms 1 to 8:
1 C -0.221
2 C 0.001
3 C -0.155
4 H 0.209
5 H 0.210
6 O -0.585
7 C -0.096
8 C -0.077

B | Computed, not measured: an isolated ion of composition C35H50N11O8 and charge +1, with wB97M-V/def2-TZVPD.

Atoms and positions in Å:
C  3.22  -3.73  -1.61
C  2.79  -3.38  -0.55
C  2.32  -2.83  0.72
H  2.67  -3.46  1.55
H  1.23  -2.80  0.73
O  2.75  -1.48  0.90
C  4.13  -1.34  1.18
H  4.34  -1.74  2.19
C  4.50  0.14  1.13
H  5.58  0.23  1.29
O  3.79  0.81  2.15
C  4.19  2.13  2.42
C  3.51  3.17  1.52
O  2.13  3.15  1.82
C  1.37  4.22  1.31
H  0.48  4.26  1.94
H  1.93  5.16  1.44
C  0.96  4.07  -0.16
N  -0.33  3.42  -0.32
C  -0.53  2.45  -1.25
N  0.49  1.64  -1.53
C  0.24  0.70  -2.47
N  1.22  -0.13  -2.82
C  0.95  -1.34  -3.57
C  2.08  -1.56  -4.59
H  2.06  -0.75  -5.34
O  3.33  -1.58  -3.95
C  3.58  -0.37  -3.29
C  2.53  -0.09  -2.21
H  2.69  0.90  -1.78
H  2.59  -0.86  -1.43
H  4.57  -0.47  -2.83
H  3.60  0.46  -4.01
H  1.96  -2.52  -5.09
H  0.92  -2.18  -2.87
H  -0.01  -1.23  -4.07
N  -0.93  0.58  -3.09
C  -1.90  1.41  -2.69
N  -1.75  2.35  -1.75
N  -3.09  1.31  -3.32
C  -3.30  0.21  -4.23
H  -4.09  0.50  -4.94
H  -2.38  0.02  -4.78
C  -3.69  -1.02  -3.41
N  -4.56  -0.59  -2.32
C  -4.66  -1.16  -1.11
O  -5.41  -0.75  -0.24
C  -3.67  -2.31  -0.79
N  -2.47  -1.63  -0.39
C  -2.35  -0.71  0.60
C  -1.01  -0.39  0.60
N  -0.41  -1.11  -0.37
N  -1.29  -1.84  -0.96
C  -0.25  0.52  1.50
H  -0.76  1.49  1.55
C  -0.14  -0.07  2.91
C  0.62  0.83  3.85
C  1.79  0.41  4.45
C  2.47  1.23  5.33
C  2.00  2.51  5.60
C  0.82  2.94  5.00
C  0.14  2.11  4.14
H  -0.79  2.45  3.70
H  0.45  3.93  5.23
O  2.64  3.37  6.44
H  3.39  2.93  6.85
H  3.38  0.88  5.81
H  2.17  -0.58  4.25
H  0.35  -1.05  2.85
H  -1.15  -0.23  3.30
N  1.10  0.74  0.95
H  1.01  1.06  -0.07
H  1.59  1.48  1.49
H  1.66  -0.14  0.98
H  -3.18  -0.37  1.18
H  -3.42  -2.91  -1.66
C  -4.23  -3.22  0.33
H  -4.61  -4.12  -0.14
H  -5.06  -2.70  0.81
C  -3.21  -3.60  1.41
C  -1.85  -3.98  0.87
O  -0.81  -3.63  1.36
O  -1.92  -4.77  -0.20
H  -1.04  -5.01  -0.51
H  -3.60  -4.46  1.96
H  -3.06  -2.79  2.13
C  -5.30  0.63  -2.57
H  -5.97  0.80  -1.73
H  -5.89  0.51  -3.48
C  -4.30  1.80  -2.72
H  -4.74  2.59  -3.34
H  -4.04  2.23  -1.75
H  -2.77  -1.45  -3.01
H  -4.21  -1.76  -4.03
H  -1.14  4.02  -0.21
H  1.69  3.47  -0.70
H  0.93  5.06  -0.62
H  3.69  2.95  0.46
H  3.93  4.16  1.74
H  5.28  2.23  2.33
H  3.89  2.32  3.45
H  4.25  0.54  0.14
H  4.73  -1.89  0.45
H  3.57  -4.06  -2.54

Properties
Charge   +1
E_LUMO   -1.47 eV
Gap between HOMO and LUMO   0.340 Eh

Atom charges from the natural (NBO) analysis, given in e for atoms 1 to 8:
1 C -0.183
2 C -0.076
3 C -0.163
4 H 0.209
5 H 0.268
6 O -0.568
7 C -0.083
8 H 0.188

The data favor B; the next most stable structure lies 9.0 kcal/mol above it.